1.
This record from the Open Molecules 2025 dataset describes a molecular structure, C22H35Cl2NO2Pb at a distorted geometry. The level of theory is ωB97M-V/def2-TZVPD.

Last column: natural (NBO) charge in e.
Positions of all 63 atoms, in Å:
C  1.5322  3.9501  -0.4604  -0.077
C  0.7180  4.2568  0.6630  0.158
C  -0.6433  4.1673  0.2636  -0.128
C  1.1948  4.5978  2.0162  -0.681
C  -0.6687  3.8552  -1.1271  0.034
C  0.6764  3.7471  -1.5786  0.032
C  1.0728  3.4986  -2.9701  -0.650
C  3.0024  3.8233  -0.4180  -0.649
C  -1.8048  4.3538  1.1540  -0.631
C  -1.8567  3.6241  -1.9600  -0.663
Pb  0.8973  -0.7082  -2.1464  1.392
Cl  0.5912  1.1382  2.5451  -0.955
Cl  3.3112  -0.8436  -0.9366  -0.787
O  -0.9989  0.5267  -1.8967  -1.214
H  2.2809  4.4523  2.0798  0.213
H  0.7286  3.9249  2.7548  0.278
H  0.9698  5.6476  2.2728  0.190
H  -1.7122  3.6975  2.0331  0.235
H  -2.7340  4.1088  0.6294  0.201
H  -1.8743  5.3917  1.5145  0.177
H  -2.7730  3.8837  -1.4184  0.196
H  -1.8963  2.5550  -2.2379  0.269
H  -1.8177  4.2240  -2.8812  0.187
H  0.4687  2.6981  -3.4059  0.251
H  2.1135  3.1764  -3.0331  0.226
H  0.9510  4.4010  -3.5905  0.182
H  3.2920  3.0988  0.3585  0.231
H  3.4851  4.7813  -0.1782  0.176
H  3.3826  3.4666  -1.3789  0.210
H  -1.5294  0.3080  -2.6905  0.429
O  1.8406  0.6477  -3.4341  -1.230
H  2.8009  0.6077  -3.2573  0.466
C  -0.6397  -6.8040  0.6133  -0.617
C  0.0432  -5.4654  0.6470  -0.069
C  1.4411  -5.4067  0.6309  -0.221
C  2.1183  -4.1809  0.6910  -0.017
C  3.6155  -4.1317  0.6753  -0.642
C  1.3809  -3.0128  0.7842  -0.164
C  -0.0539  -2.9905  0.6623  0.105
C  -0.6983  -4.2881  0.6941  -0.198
N  -0.6306  -1.8220  0.4421  -0.262
C  -2.0286  -1.4524  0.7561  0.058
C  -2.9677  -1.9731  -0.3184  -0.605
C  -2.4992  -1.9404  2.1137  -0.618
C  -2.0764  0.0705  0.7073  -0.687
H  -0.3135  -7.3813  -0.2569  0.202
H  -0.3984  -7.3946  1.5039  0.201
H  -1.7233  -6.6882  0.5634  0.206
H  2.0213  -6.3349  0.5732  0.182
H  4.0317  -4.2763  1.6825  0.201
H  4.0105  -4.9247  0.0347  0.192
H  3.9528  -3.1606  0.2974  0.267
H  1.8873  -2.0497  0.8644  0.271
H  -1.7955  -4.3284  0.6856  0.190
H  -2.9087  -3.0602  -0.3995  0.179
H  -3.9994  -1.6946  -0.0778  0.195
H  -2.6950  -1.5380  -1.2843  0.230
H  -1.8478  -1.5448  2.8972  0.240
H  -3.5214  -1.5898  2.2943  0.196
H  -2.4967  -3.0315  2.1719  0.182
H  -1.3414  0.5027  1.4137  0.285
H  -1.7830  0.4101  -0.3185  0.292
H  -3.0851  0.4239  0.9713  0.158

Calculated values
- Relative energy (zero: lowest compared OMol25 entry of this formula, charge and spin): 0.0 kJ/mol
- Frontier orbital gap (alpha / beta): 0.2097 / 0.2018 Eh
- Net charge: -2
- HOMO level (alpha / beta): -1.26 / -1.35 eV

2.
This record from the Open Molecules 2025 dataset describes a molecular structure, C22H35ClCrO2P2 at a distorted geometry. The level of theory is ωB97M-V/def2-TZVPD.

Last column: natural (NBO) charge in e.
Positions of all 63 atoms, in Å:
P  0.9862  1.4052  0.6467  1.015
P  -0.9771  -1.0284  -0.1759  0.912
C  1.1079  0.6640  -1.0212  -0.754
C  -0.1594  -0.0595  -1.4888  -0.716
H  1.9811  -0.0066  -1.0585  0.234
H  1.3175  1.4782  -1.7183  0.253
H  -0.8998  0.6427  -1.9105  0.234
H  0.0876  -0.7748  -2.2827  0.254
C  -0.1975  -2.6622  -0.1062  -0.941
H  -0.7334  -3.2608  0.6457  0.259
H  0.8514  -2.5724  0.2082  0.249
H  -0.2547  -3.1605  -1.0806  0.217
C  -2.7350  -1.2009  -0.4809  -0.943
H  -2.9266  -1.7440  -1.4165  0.225
H  -3.1912  -0.2014  -0.5217  0.251
H  -3.1614  -1.7506  0.3719  0.271
C  2.6655  1.6489  1.2848  -0.950
H  2.5952  2.1070  2.2797  0.264
H  3.2728  2.2907  0.6345  0.225
H  3.1517  0.6702  1.3852  0.248
C  0.1296  3.0033  0.4117  -0.944
H  -0.9095  2.8171  0.1056  0.246
H  0.6203  3.6265  -0.3456  0.220
H  0.1164  3.5423  1.3664  0.260
Cr  -0.2964  -0.1019  1.8162  0.755
C  0.2123  -0.1293  -4.6100  -0.183
C  1.0559  -1.1144  -4.2459  -0.185
C  2.4818  -1.1780  -4.7063  -0.450
C  3.2633  0.1667  -4.7338  -0.447
C  2.9403  1.1202  -3.6153  -0.173
C  2.0096  2.0816  -3.6901  -0.196
C  1.1148  2.2764  -4.8791  -0.447
C  0.5684  0.9853  -5.5538  -0.447
C  0.0124  1.4814  3.2398  -1.136
H  -0.8325  -0.1423  -4.2892  0.202
H  0.6923  -2.0026  -3.7157  0.204
H  2.5394  -1.6268  -5.7170  0.223
H  3.0254  -1.8727  -4.0474  0.211
H  4.3346  -0.0862  -4.6549  0.222
H  3.1295  0.6426  -5.7179  0.206
H  3.5858  1.0334  -2.7346  0.202
H  1.9556  2.8771  -2.9331  0.205
H  1.6314  2.8768  -5.6529  0.224
H  0.2517  2.8851  -4.5660  0.211
H  -0.3561  1.2713  -6.0853  0.221
H  1.2781  0.6525  -6.3269  0.207
H  -1.0008  1.6014  3.6656  0.210
H  0.4309  2.4804  3.0545  0.169
H  0.6598  0.9651  3.9721  0.208
Cl  -4.5641  -1.6757  8.8308  0.015
C  -3.6439  -1.7246  7.3929  -0.058
C  -2.2835  -1.4021  7.4215  -0.233
C  -1.5520  -1.3908  6.2234  -0.162
C  -2.1876  -1.6456  5.0126  -0.141
C  -3.5360  -2.0005  4.9880  -0.166
C  -4.2699  -2.0540  6.1775  -0.225
C  -1.4459  -1.3756  3.7247  0.752
O  -0.1951  -1.5800  3.6327  -0.735
O  -2.1242  -0.8437  2.7646  -0.771
H  -1.8092  -1.1643  8.3740  0.225
H  -0.4817  -1.1774  6.2404  0.239
H  -4.0095  -2.2444  4.0367  0.228
H  -5.3226  -2.3385  6.1744  0.223

Calculated values
- Relative energy (zero: lowest compared OMol25 entry of this formula, charge and spin): 0.0 kJ/mol
- Frontier orbital gap (alpha / beta): 0.2597 / 0.2805 Eh
- 2S+1: 5
- Net charge: 0
- HOMO level (alpha / beta): -6.69 / -7.29 eV

3.
This record from the Open Molecules 2025 dataset describes 5 unconnected molecules or ions with the total composition C22H35N5 at a distorted geometry. The level of theory is ωB97M-V/def2-TZVPD.

Last column: natural (NBO) charge in e.
Positions of all 62 atoms, in Å:
N  -1.9004  3.9868  -4.1255  -0.533
C  -2.5756  3.0513  -3.4271  -0.091
C  -3.8786  3.0967  -3.7410  -0.332
C  -4.0192  4.2388  -4.5844  -0.311
C  -2.7381  4.7458  -4.8863  -0.136
H  -0.8991  4.1191  -4.1255  0.380
H  -2.0122  2.3056  -2.8860  0.228
H  -4.7061  2.4841  -3.4149  0.217
H  -4.9234  4.7201  -4.9269  0.201
H  -2.3765  5.6768  -5.2971  0.205
N  4.3350  3.4513  -1.9964  -0.553
C  3.1216  3.0961  -1.5500  -0.334
C  3.1460  1.8274  -1.0345  -0.367
C  4.3859  1.3502  -1.2324  -0.325
C  5.0847  2.3064  -1.8995  -0.166
H  4.5876  4.3399  -2.4045  0.379
H  2.2711  3.7616  -1.5399  0.174
H  2.3742  1.2146  -0.5925  0.194
H  4.7425  0.4366  -0.7800  0.202
H  6.1445  2.2315  -2.0935  0.192
N  -1.2079  0.7028  0.6555  -0.529
C  -0.9011  2.0400  0.2966  -0.121
C  -2.0151  2.5987  -0.3122  -0.318
C  -2.9821  1.6185  -0.2416  -0.325
C  -2.4911  0.4186  0.3437  -0.093
H  -0.5782  0.1482  1.2176  0.441
H  0.0282  2.5410  0.5239  0.212
H  -2.1768  3.5862  -0.7185  0.231
H  -3.9939  1.8273  -0.5565  0.205
H  -2.9632  -0.5351  0.5282  0.201
N  -1.3968  -4.8025  -0.8611  -0.507
C  -2.2609  -4.3288  0.0603  -0.082
C  -2.0422  -5.0335  1.2154  -0.325
C  -0.9887  -5.9446  0.9244  -0.304
C  -0.6712  -5.8812  -0.3940  -0.109
H  -1.2900  -4.4198  -1.7896  0.406
H  -2.9250  -3.4817  -0.0279  0.219
H  -2.4667  -4.9846  2.2072  0.221
H  -0.5836  -6.6544  1.6304  0.211
H  0.0241  -6.3383  -1.0825  0.213
C  -1.2200  -1.8638  3.4601  -0.627
C  0.0261  -1.0685  3.5151  -0.221
N  0.6579  -0.7909  2.2686  -0.473
C  1.6953  0.2210  2.3603  -0.238
C  2.9647  -0.1976  3.1173  -0.683
C  1.1553  -2.0604  1.7293  -0.230
C  1.6960  -1.9913  0.2441  -0.663
H  -1.9015  -1.7386  4.3015  0.215
H  -1.0141  -2.9310  3.3779  0.208
H  -1.8369  -1.4249  2.6760  0.215
H  -0.2465  -0.0833  3.8934  0.193
H  0.7099  -1.4539  4.2715  0.162
H  1.9140  0.6276  1.3729  0.221
H  1.3503  1.0445  2.9856  0.200
H  3.4867  0.7544  3.2136  0.219
H  2.9935  -0.7096  4.0792  0.212
H  3.6910  -0.7039  2.4816  0.206
H  0.3580  -2.7979  1.6363  0.210
H  1.9189  -2.4994  2.3713  0.169
H  1.6199  -2.9938  -0.1769  0.211
H  2.6613  -1.5154  0.0713  0.208
H  1.0382  -1.3403  -0.3317  0.216

Calculated values
- Frontier orbital gap (alpha / beta): 0.0601 / 0.2844 Eh
- 2S+1: 2
- Net charge: -1
- HOMO level (alpha / beta): 0.92 / -5.22 eV

4.
This record from the Open Molecules 2025 dataset describes C22H35N5O4S2 in the gas phase at a distorted geometry. The level of theory is ωB97M-V/def2-TZVPD.

Last column: natural (NBO) charge in e.
Positions of all 68 atoms, in Å:
C  2.3032  1.5640  -2.0884  -0.611
H  3.0839  1.8007  -2.8042  0.209
H  1.4604  1.1297  -2.6198  0.211
H  1.9774  2.4843  -1.6077  0.191
C  2.8125  0.5703  -1.0423  -0.224
N  3.3915  -0.6035  -1.6690  -0.471
C  4.8348  -0.7069  -1.5670  -0.218
C  5.5376  0.3643  -2.3955  -0.611
H  5.3529  1.3561  -1.9923  0.199
H  5.1836  0.3317  -3.4226  0.207
H  6.6105  0.1870  -2.3875  0.208
H  5.1187  -1.6875  -1.9581  0.189
H  5.1820  -0.6408  -0.5221  0.191
C  2.6751  -1.8359  -1.4619  -0.214
H  2.9261  -2.5148  -2.2842  0.193
C  2.9749  -2.5962  -0.1452  -0.253
N  2.5029  -1.9066  1.0324  -0.620
C  3.3183  -1.2429  1.8598  0.665
O  4.5289  -1.2068  1.7753  -0.631
C  2.5752  -0.4875  2.9890  -0.307
N  1.9567  0.7060  2.4488  -0.400
C  2.5629  1.9101  2.5367  0.313
N  2.1213  3.0067  2.0228  -0.476
C  1.0149  2.8930  1.2664  0.051
C  0.3211  1.7061  1.0569  -0.224
C  -0.7195  1.8434  0.0979  -0.375
C  -0.8432  3.1141  -0.3699  -0.082
C  -1.7978  3.6599  -1.3634  -0.677
H  -2.2983  2.8379  -1.8689  0.277
H  -2.5410  4.2878  -0.8707  0.229
H  -1.2739  4.2751  -2.0926  0.232
S  0.3267  4.1958  0.3651  0.459
S  -1.5119  0.3759  -0.5623  2.355
O  -0.4848  -0.5834  -0.8373  -0.942
O  -2.3329  0.7753  -1.6761  -0.959
N  -2.4194  -0.1117  0.7377  -0.671
C  -2.5826  -1.5386  0.9034  -0.214
C  -3.6791  -2.0926  -0.0087  -0.239
C  -3.8522  -3.5927  0.2012  -0.600
H  -4.6243  -3.9826  -0.4581  0.213
H  -2.9225  -4.1157  -0.0087  0.211
H  -4.1406  -3.8019  1.2295  0.201
C  -4.9783  -1.3331  0.2690  -0.395
C  -4.7864  0.1691  0.0501  -0.245
C  -6.0606  0.9456  0.3653  -0.600
H  -6.3514  0.7983  1.4039  0.200
H  -6.8756  0.6073  -0.2697  0.214
H  -5.9128  2.0096  0.1966  0.207
C  -3.6273  0.6585  0.9259  -0.219
H  -3.3841  1.6977  0.6923  0.212
H  -3.9018  0.5925  1.9848  0.203
H  -4.5064  0.3394  -0.9935  0.228
H  -5.7709  -1.7008  -0.3863  0.211
H  -5.2869  -1.5136  1.3030  0.191
H  -3.3758  -1.9027  -1.0446  0.207
H  -1.6149  -1.9837  0.6772  0.243
H  -2.8216  -1.7277  1.9547  0.199
C  0.7366  0.5286  1.7662  0.669
O  0.1596  -0.5420  1.8281  -0.639
H  3.4893  1.9522  3.0919  0.204
H  1.7924  -1.1227  3.4105  0.245
H  3.2989  -0.2098  3.7554  0.232
H  1.4992  -1.7964  1.1272  0.432
H  4.0506  -2.7377  -0.0262  0.225
H  2.4859  -3.5732  -0.1914  0.197
H  1.6053  -1.6176  -1.5105  0.220
H  1.9582  0.2753  -0.4274  0.195
H  3.5490  1.0603  -0.3908  0.179

Calculated values
- Relative energy (zero: lowest compared OMol25 entry of this formula, charge and spin): 0.0 kJ/mol
- Frontier orbital gap: 0.2893 Eh
- Net charge: 0
- HOMO level: -7.78 eV
- SMILES: CCN(CC)CCNC(=O)Cn1cnc2sc(C)c(S(=O)(=O)N3C[C@H](C)C[C@H](C)C3)c2c1=O